This record from OMol25 describes C31H22Cl3N3O4Ta as an isolated structure. The level of theory is ωB97M-V with the def2-TZVPD basis set.

Output
HOMO level   -9.858 eV
M   787.84 g/mol
LUMO   -0.19541 hartree
Spin multiplicity   1
Total charge   +1
Relative energy (zero: lowest compared OMol25 entry of this formula, charge and spin)   15.5 kcal per mole

Geometry as XYZ:
```
64
C31H22Cl3N3O4Ta, DFT ωB97M-V with the def2-TZVPD basis set
Ta -0.532 0.006 -0.480
O -1.643 1.706 6.399
C -2.404 0.942 5.785
O -3.441 0.333 6.078
C -1.968 0.720 4.312
C -2.633 -0.164 3.488
C -2.201 -0.336 2.189
N -1.138 0.345 1.690
C -0.503 1.234 2.495
C -0.885 1.427 3.793
C 0.638 1.931 1.895
C 1.141 3.111 2.426
C 2.244 3.698 1.840
C 2.833 3.087 0.742
C 2.262 1.931 0.260
N 1.178 1.358 0.809
C -2.831 -1.165 1.171
C -4.071 -1.653 1.159
C -4.658 -2.068 -0.122
C -3.935 -2.101 -1.240
C -2.456 -1.873 -1.184
N -2.047 -1.189 0.029
H -3.482 -0.704 3.891
H -0.369 2.093 4.475
H 0.659 3.566 3.280
H 2.644 4.622 2.239
H 3.710 3.501 0.262
H 2.693 1.428 -0.596
H -4.677 -1.624 2.054
H -5.719 -2.276 -0.152
H -4.379 -2.331 -2.203
H -1.961 -2.856 -1.224
Cl 1.937 5.796 -4.023
C 1.095 4.635 -3.066
C 1.419 3.294 -3.190
C 0.707 2.412 -2.410
Cl 1.068 0.677 -2.427
C -0.307 2.781 -1.540
O -0.957 1.831 -0.841
C -0.579 4.134 -1.416
Cl -1.770 4.640 -0.285
C 0.115 5.057 -2.181
H 2.196 2.963 -3.866
H -0.113 6.110 -2.082
C -1.765 -0.909 -2.166
H -2.481 -0.174 -2.535
H -1.291 -1.386 -3.027
C 2.552 -2.029 1.077
C 1.733 -2.186 -0.149
O 0.735 -1.412 -0.252
C 2.006 -3.153 -1.171
C 3.074 -4.050 -1.010
C 3.324 -4.999 -1.978
C 2.519 -5.057 -3.112
C 1.460 -4.167 -3.287
C 1.201 -3.220 -2.321
H 2.195 -1.186 1.661
H 3.600 -1.885 0.811
H 2.487 -2.939 1.680
H 3.700 -4.011 -0.128
H 4.140 -5.697 -1.853
H 2.716 -5.808 -3.866
H 0.840 -4.224 -4.171
H 0.374 -2.534 -2.440
```

Results of the natural (NBO) charge analysis, in e, for atoms 1 through 6: 2.185, -0.714, 0.725, -0.702, 0.024, -0.202

=====

This record from OMol25 describes C39H52Cl2OP4Ru as an isolated structure. The level of theory is ωB97M-V with the def2-TZVPD basis set.

Output
HOMO level (alpha / beta)   -9.834 / -12.119 eV
M   832.72 g/mol
LUMO (alpha / beta)   -0.18013 / -0.27344 hartree
Spin multiplicity   5
Total charge   +2

Geometry as XYZ:
```
99
C39H52Cl2OP4Ru, DFT ωB97M-V with the def2-TZVPD basis set
P -2.708 0.935 -1.581
C -3.206 2.631 -1.618
C -3.431 3.221 -2.867
H -3.184 2.675 -3.777
C -4.023 4.478 -2.919
H -4.243 4.924 -3.893
C -4.338 5.150 -1.727
H -4.804 6.136 -1.777
C -4.053 4.570 -0.477
H -4.301 5.109 0.447
C -3.473 3.315 -0.413
H -3.236 2.838 0.545
C -1.957 0.452 -3.122
C -0.841 1.166 -3.618
H -0.453 2.031 -3.070
C -0.267 0.781 -4.824
H 0.606 1.318 -5.213
C -0.839 -0.274 -5.559
H -0.415 -0.552 -6.527
C -1.952 -0.975 -5.068
H -2.414 -1.777 -5.651
C -2.486 -0.642 -3.826
H -3.356 -1.173 -3.430
C -4.038 -0.138 -1.066
C -5.290 0.157 -1.610
H -5.386 0.983 -2.316
C -6.387 -0.624 -1.261
H -7.358 -0.408 -1.715
C -6.229 -1.669 -0.335
H -7.097 -2.268 -0.056
C -4.972 -1.944 0.236
H -4.859 -2.760 0.963
C -3.871 -1.183 -0.133
H -2.884 -1.381 0.296
Ru 0.999 0.310 1.230
C 1.882 -1.481 0.399
C 1.338 -2.014 -0.742
H 2.754 -2.005 0.823
C 0.100 -1.305 -1.249
O -1.036 -2.201 -1.160
H -1.833 -1.731 -1.504
C -0.034 -0.280 -0.285
H 0.215 -0.835 -2.242
C -0.579 0.753 0.381
Cl 0.391 2.362 2.453
P 0.143 -0.950 2.996
P 2.524 1.627 0.001
C 0.345 -0.272 4.680
H -0.019 0.761 4.673
H 1.403 -0.266 4.969
H -0.232 -0.874 5.395
C -1.653 -1.106 2.799
H -1.861 -1.898 2.069
H -2.047 -0.155 2.429
H -2.115 -1.361 3.762
C 0.708 -2.682 3.180
H 1.785 -2.729 3.377
H 0.495 -3.227 2.253
H 0.175 -3.163 4.014
C 3.751 2.634 0.906
H 4.582 2.011 1.254
H 3.272 3.106 1.771
H 4.138 3.415 0.237
C 3.555 0.768 -1.244
H 2.907 0.246 -1.958
H 4.193 0.026 -0.747
H 4.188 1.485 -1.786
C 1.597 2.859 -0.961
H 0.791 3.251 -0.333
H 1.171 2.378 -1.849
H 2.273 3.671 -1.260
P 1.772 -3.480 -1.705
C 3.426 -3.930 -1.269
C 1.593 -2.943 -3.407
H 3.472 -4.188 -0.203
H 4.114 -3.104 -1.492
H 3.679 -4.805 -1.881
H 0.553 -2.670 -3.633
H 1.898 -3.774 -4.054
H 2.240 -2.076 -3.599
C 0.547 -4.716 -1.306
H 0.528 -4.874 -0.219
H 0.827 -5.645 -1.816
H -0.442 -4.372 -1.631
H -1.029 1.743 0.983
Cl 5.171 -1.551 4.187
C 4.488 -0.019 4.587
C 4.930 0.605 5.751
C 4.392 1.838 6.143
C 3.425 2.440 5.342
C 3.006 1.826 4.172
C 3.488 0.578 3.748
C 3.022 -0.091 2.514
H 5.693 0.122 6.353
H 4.731 2.316 7.062
H 2.983 3.398 5.621
H 2.241 2.315 3.564
H 3.783 0.005 1.713
H 2.946 -1.175 2.706
```

Results of the Mulliken charge analysis, in e, for atoms 1 through 6: 1.237, 0.807, -0.012, 0.394, -0.736, 0.438

=====

This record from OMol25 describes C5H6LiO4 as an isolated structure. The level of theory is ωB97M-V with the def2-TZVPD basis set.

Output
HOMO level   -13.425 eV
M   137.04 g/mol
LUMO   -0.20856 hartree
Spin multiplicity   1
Total charge   +1

Geometry as XYZ:
```
16
C5H6LiO4, DFT ωB97M-V with the def2-TZVPD basis set
O 2.972 1.113 0.666
C 3.646 0.170 0.323
C 3.025 -0.900 -0.589
O 1.918 -0.705 -1.048
Li 1.136 1.031 -0.220
H 4.691 0.026 0.655
H 3.572 -1.848 -0.740
C -3.153 -1.117 1.040
C -2.692 0.038 0.591
O -1.309 0.198 0.422
C -0.777 0.862 -0.569
O -1.686 1.345 -1.369
H -2.500 -1.982 1.158
H -3.290 0.917 0.361
H -4.225 -1.244 1.180
H -1.326 2.094 -1.862
```

Results of the natural (NBO) charge analysis, in e, for atoms 1 through 6: -0.515, 0.362, 0.348, -0.501, 0.860, 0.175

=====

This record from OMol25 describes one molecule with the formula C4H6O2. The level of theory is ωB97M-V with the def2-TZVPD basis set.

Output
HOMO level   -10.012 eV
M   86.09 g/mol
LUMO   0.03488 hartree
Spin multiplicity   1
SMILES   O=CCCC=O
Relative energy (zero: lowest compared OMol25 entry of this formula, charge and spin)   22.3 kcal per mole

Geometry as XYZ:
```
12
C4H6O2, DFT ωB97M-V with the def2-TZVPD basis set
O -1.293 -0.101 -1.524
C -1.459 -0.575 -0.425
C -0.558 -0.287 0.747
C 0.485 0.751 0.355
C 1.489 0.173 -0.616
O 1.664 -1.012 -0.780
H -2.235 -1.347 -0.238
H -0.101 -1.263 0.929
H -1.126 -0.017 1.649
H 0.018 1.615 -0.132
H 1.037 1.143 1.220
H 2.079 0.920 -1.186
```

Results of the natural (NBO) charge analysis, in e, for atoms 1 through 6: -0.527, 0.451, -0.526, -0.521, 0.457, -0.531

=====

This record from OMol25 describes one molecule with the formula C2F4. The level of theory is ωB97M-V with the def2-TZVPD basis set.

Output
HOMO level   -10.135 eV
M   100.01 g/mol
LUMO   0.02808 hartree
Spin multiplicity   1
SMILES   FC(F)=C(F)F
Relative energy (zero: lowest compared OMol25 entry of this formula, charge and spin)   3.9 kcal per mole

Geometry as XYZ:
```
6
C2F4, DFT ωB97M-V with the def2-TZVPD basis set
C 0.686 -0.011 -0.033
C -0.619 -0.002 0.026
F 1.368 -1.095 -0.026
F 1.343 1.121 0.039
F -1.399 1.113 -0.036
F -1.379 -1.126 0.030
```

For reference, the natural (NBO) charges in units of e are: 0.584, 0.560, -0.266, -0.282, -0.297, -0.299

=====

This record from OMol25 describes a 2-piece molecular cluster, C6H16N2 overall. The level of theory is ωB97M-V with the def2-TZVPD basis set.

Output
HOMO level   -8.516 eV
M   116.21 g/mol
LUMO   0.03368 hartree
Spin multiplicity   1
SMILES   [H]/N=C\CN(C)CC.C
Relative energy (zero: lowest compared OMol25 entry of this formula, charge and spin)   87.9 kcal per mole

Geometry as XYZ:
```
24
C6H16N2, DFT ωB97M-V with the def2-TZVPD basis set
C 2.923 -1.350 -0.243
C 2.025 -0.203 -0.725
N 0.992 0.167 0.210
C 1.481 0.408 1.555
C 0.122 1.183 -0.348
C -1.033 1.578 0.563
N -1.547 0.815 1.487
C -4.134 -1.063 -0.868
H 3.879 -0.989 0.120
H 3.073 -2.047 -1.064
H 2.391 -1.910 0.524
H 1.594 -0.547 -1.676
H 2.541 0.708 -1.105
H 1.719 -0.502 2.102
H 0.654 0.758 2.172
H 2.232 1.212 1.544
H -0.363 0.829 -1.276
H 0.767 2.001 -0.706
H -1.606 0.206 0.604
H -1.208 2.669 0.624
H -3.519 -0.799 -1.729
H -4.471 -0.073 -0.542
H -5.013 -1.627 -1.155
H -3.498 -1.426 -0.066
```

Results of the natural (NBO) charge analysis, in e, for atoms 1 through 6: -0.622, -0.212, -0.441, -0.440, -0.310, 0.120